Below is the molecule C3H4N2S, with properties calculated with ωB97M-V/def2-TZVPD.

Last column: Mulliken charge in e.
Geometry (Å):
S 1.7621 0.7898 -0.4802  -0.26
C 0.2406 0.0514 0.0026  0.18
C -0.1043 -0.8894 0.9319  -0.13
N -1.4519 -1.1162 0.9107  -0.57
C -1.9179 -0.3489 -0.0411  -0.15
N -0.9092 0.3950 -0.6340  -0.06
H 2.5281 0.1342 0.4118  0.13
H 0.5155 -1.3983 1.6797  0.37
H -2.9641 -0.2489 -0.3510  0.34
H -1.0559 1.0460 -1.3553  0.13

Forces on the atoms, in the same order (eV/Å):
0.131 -0.074 0.123
0.734 -0.112 0.084
0.504 -0.220 0.779
-0.453 0.284 -0.613
-0.082 0.285 -0.166
-1.172 -1.273 1.146
-0.208 0.073 -0.122
-0.158 0.368 -0.595
0.606 -0.092 0.173
0.097 0.763 -0.809

As for the charge: 0. As for the SMILES: Sc1cnc[nH]1. As for the spin multiplicity: 1. As for the HOMO-LUMO gap: 8.94 eV. The LUMO energy is 0.714 eV. The total energy is -16990.9942 eV.